Entry from the OMol25 dataset: a molecular structure, C5H12MgO3Yb in a non-equilibrium geometry (wB97M-V/def2-TZVPD).

energy relative to the best compared isomer or geometry (same formula, charge and spin): 14.4 kcal per mole
multiplicity: 1
E_tot: -1782.11954 hartree
charge: 0

Structure (XYZ):
```
22
Properties=species:S:1:pos:R:3:forces:R:3:lowdin_charge:R:1
H 1.3805 -0.4857 -4.1250 -0.09 -0.26 0.06 0.0969
H 2.3256 1.7364 0.8672 -0.28 -0.01 -0.17 0.1216
H 0.6292 3.3620 0.9522 0.07 -0.31 -0.19 0.0951
H 0.2759 3.5680 -0.7820 -0.36 0.02 0.28 0.0953
H 2.4322 1.9400 -0.9007 0.00 -0.22 0.06 0.1238
Yb -3.0958 -0.2476 2.0319 0.71 -0.22 -0.48 0.4580
O 0.5300 1.6192 -0.2015 -0.43 -0.18 0.10 -0.3272
C 0.0947 2.9265 0.0940 -0.02 0.48 0.09 -0.0946
H 2.8124 -0.5538 0.5799 -0.36 0.03 -0.13 0.0798
H 2.8962 -1.6370 -1.5477 -0.15 0.21 -0.02 0.1235
C 2.3548 -0.6787 -1.5482 0.79 0.17 0.56 -0.2525
H 1.6335 -2.2011 -3.6514 -0.19 0.22 0.01 0.0988
C 1.0095 -1.3081 -3.4940 0.06 -0.04 -0.41 -0.0873
O -0.9851 -1.0181 1.0028 1.23 -0.99 2.08 -0.7079
Mg -0.1132 -0.2999 -0.5622 0.80 -0.18 1.35 0.6439
C 1.9633 1.3442 -0.0951 0.63 -0.25 0.23 -0.2456
H -0.2706 -1.4054 1.6750 -2.17 1.24 -2.21 0.0369
C 2.1221 -0.1482 -0.1633 0.33 0.24 -0.80 -0.2352
H -0.0327 -1.5333 -3.7462 0.29 0.02 -0.06 0.0950
O 1.0374 -0.9238 -2.1385 -0.91 -0.02 0.03 -0.3135
H -0.9585 2.8591 0.3932 0.16 0.18 -0.41 0.0740
H 2.8651 0.0184 -2.2396 -0.14 -0.12 0.03 0.1210
```
Positions in Å, forces in eV/Å.


Entry from the OMol25 dataset: 2 unconnected molecules or ions with the total composition C3H10N2O in a non-equilibrium geometry (wB97M-V/def2-TZVPD).

energy relative to the best compared isomer or geometry (same formula, charge and spin): 46.7 kcal per mole
SMILES string: [H]/N=C\N.CCO
multiplicity: 1
E_tot: -305.00022 hartree
charge: 0

Structure (XYZ):
```
16
Properties=species:S:1:pos:R:3:forces:R:3:lowdin_charge:R:1
O -1.9440 -0.9207 1.1122 0.03 0.47 0.05 -0.0843
H 2.8409 -1.4085 0.3086 -0.08 0.51 0.03 0.1086
H -0.4271 0.7549 0.2524 0.41 -0.79 -0.23 0.0577
C -1.1352 0.6390 -0.5636 -1.47 1.69 1.17 -0.0986
H -3.2376 0.4334 0.1455 0.16 0.10 0.18 0.1054
N 3.1977 0.2807 1.2946 -0.48 0.22 0.75 0.0562
H -2.4715 -1.7202 1.1212 -0.08 -0.09 0.14 0.0743
H -2.5532 -0.9021 -0.8251 -0.41 0.44 0.19 0.1087
C 2.5911 -0.3234 0.3659 1.36 -2.05 -0.51 -0.4231
H 2.9802 1.2459 1.5245 -0.13 0.18 -0.65 0.0266
H 1.5156 -0.7987 -1.2294 -0.79 0.52 -0.25 0.0859
H 1.3746 0.8959 -0.5808 -0.68 -0.07 -1.00 0.0669
H -1.4124 1.7056 -0.6605 -0.23 -0.39 -0.55 0.0783
C -2.3381 -0.1588 -0.0331 0.59 -1.24 -1.09 -0.3008
H -0.7925 0.2723 -1.5221 0.48 -0.09 0.21 0.0651
N 1.8113 0.0048 -0.7104 1.33 0.60 1.57 0.0730
```
Positions in Å, forces in eV/Å.


Entry from the OMol25 dataset: a molecular structure, C5H9NO in a non-equilibrium geometry (wB97M-V/def2-TZVPD).

energy relative to the best compared isomer or geometry (same formula, charge and spin): 111.9 kcal per mole
multiplicity: 1
E_tot: -325.75926 hartree
charge: 0

Structure (XYZ):
```
16
Properties=species:S:1:pos:R:3:forces:R:3:lowdin_charge:R:1
N 0.5628 -1.4303 -1.1517 -0.34 -0.06 0.61 0.0387
H 0.2927 -0.9063 0.9772 1.99 -0.05 1.92 0.0517
H 1.9303 0.5381 -0.1710 -0.12 0.09 -0.06 0.0840
H -1.5293 -1.2223 -0.5598 -0.38 0.12 -0.38 0.1123
C 1.2787 0.9744 -0.9346 -0.09 0.01 0.13 -0.0557
H -0.3581 0.2537 -2.2202 0.15 -0.12 0.15 0.1388
H 0.8008 1.8679 -0.5291 0.12 -0.02 -0.05 0.0649
H -1.1686 -1.3173 2.0847 0.61 -0.06 -0.60 0.0887
C -0.9326 0.8006 1.9175 0.20 0.04 -0.42 -0.3218
O -0.9553 1.7884 1.2106 0.19 -0.36 0.30 0.0093
H 0.2250 -2.0220 -1.9197 -0.03 0.15 0.68 0.1050
H -1.2542 0.8799 2.9917 0.09 -0.11 -0.45 0.1172
C -0.5452 -0.8538 -0.3593 -1.12 0.47 0.24 -0.1581
C 0.2146 -0.0214 -1.3305 -0.31 0.25 0.20 -0.3426
C -0.5670 -0.5760 1.5397 -0.75 -0.23 -2.41 -0.0099
H 1.9067 1.2481 -1.7921 -0.20 -0.12 0.14 0.0775
```
Positions in Å, forces in eV/Å.


Entry from the OMol25 dataset: C2H4N4 in the gas phase in a non-equilibrium geometry (wB97M-V/def2-TZVPD).

energy relative to the best compared isomer or geometry (same formula, charge and spin): 124.1 kcal per mole
SMILES string: [H]/N=N/N1C=C1N
multiplicity: 1
E_tot: -297.44648 hartree
charge: 0

Structure (XYZ):
```
10
Properties=species:S:1:pos:R:3:forces:R:3:lowdin_charge:R:1
H 0.6932 0.3355 2.5766 -0.02 -0.02 0.05 0.0582
N -0.8227 0.1667 1.5849 0.63 -0.22 0.09 -0.1026
H 1.0126 0.7925 -2.1872 -0.12 -0.12 0.17 0.0989
N -1.3372 0.1426 0.2847 0.71 0.59 -0.62 -0.0522
N 0.4104 0.2858 1.5942 -0.49 0.03 0.33 0.0429
C -0.0394 -0.1938 -0.7278 -0.68 0.24 0.38 -0.2536
H -1.5614 -1.8851 -0.7874 -0.01 -0.13 0.02 0.0893
C -0.9952 -1.0120 -0.5200 0.25 -0.27 -0.32 -0.0676
N 1.0366 0.4332 -1.2436 -0.05 -0.12 0.06 0.1056
H 1.6029 0.9345 -0.5744 -0.22 0.02 -0.15 0.0811
```
Positions in Å, forces in eV/Å.


Entry from the OMol25 dataset: a molecular structure, C51H64N11O3S3Sn (wB97M-V/def2-TZVPD).

multiplicity: 1
E_tot: -4218.54177 hartree
charge: +1

Structure (XYZ):
```
133
Properties=species:S:1:pos:R:3:forces:R:3:lowdin_charge:R:1
C 5.5633 -1.1780 2.1163 -0.01 -0.02 -0.01 -0.0113
N -1.6432 -1.7477 -1.4075 0.14 -0.04 0.12 0.0253
C -0.2388 -1.8675 4.7487 -0.03 -0.04 0.03 -0.2151
C -0.0574 0.6601 2.3741 -0.29 -0.03 -0.15 -0.6455
S -1.4879 0.1905 1.5936 -0.08 0.15 0.22 0.6756
C 2.6199 0.3666 0.2085 0.09 -0.05 -0.04 -0.3816
C 5.1766 -2.5054 2.1603 0.01 0.01 -0.01 -0.0784
N 3.2349 -0.5375 -2.1585 -0.01 0.11 0.01 -0.0082
H -1.5660 -2.6516 8.2922 -0.01 0.00 0.02 0.1056
C -0.3834 5.8615 5.0920 0.01 0.00 0.01 -0.0705
H -3.7216 5.2434 -3.5098 0.00 -0.01 0.00 0.0745
H 1.7892 4.2413 1.9856 0.04 -0.03 0.05 0.0753
C 0.6259 -5.2610 -1.6802 -0.08 0.00 -0.01 -0.0829
C -1.1941 -2.4328 7.3006 0.00 0.01 -0.01 -0.0809
H -4.4837 0.5820 0.2251 0.00 0.02 -0.01 0.0890
H 0.5657 -3.6363 7.5241 0.01 -0.01 0.01 0.1063
H -6.0058 4.4768 -4.7602 0.01 0.00 0.00 0.1156
H 0.8977 1.9149 4.9892 0.01 0.00 0.00 0.1483
C -3.7598 -0.1811 -2.1175 -0.08 0.05 -0.08 -0.2430
C -0.7453 -5.3176 -1.9036 0.08 -0.01 0.01 -0.0852
C -5.2992 3.9258 -2.8029 -0.01 0.03 0.00 -0.2543
H 2.6468 0.0912 3.2473 0.02 -0.03 -0.02 0.1329
H -2.8498 -1.1666 6.7898 -0.02 0.01 0.01 0.1061
C 0.4785 -2.6993 5.5974 -0.01 -0.03 0.01 -0.0437
N 1.1655 -1.5754 -1.7036 -0.31 0.15 -0.20 0.0770
H -3.2008 -0.6960 -2.8993 0.02 0.01 0.03 0.1146
C 4.2101 -0.2633 -3.2172 -0.01 0.08 -0.05 -0.0260
C 0.0013 -2.9853 6.8704 -0.01 0.01 -0.01 -0.0741
C -2.7455 -1.8610 -0.6906 -0.23 -0.12 -0.27 -0.4199
H 4.4772 -2.9354 -4.2385 -0.01 -0.01 0.00 0.0933
C 1.7956 5.9720 6.0963 -0.01 0.00 -0.01 -0.0752
H -1.3273 2.0496 -7.6449 -0.01 0.01 -0.01 0.1140
C 2.2869 -1.5058 -2.3667 0.11 -0.07 -0.01 -0.3438
H 5.1816 -0.7022 -2.9867 0.01 0.01 -0.01 0.0955
H 4.4715 -2.8317 -2.4680 0.00 -0.01 0.02 0.0956
H 0.0591 6.9392 6.8941 -0.01 0.02 0.02 0.1051
S -3.3140 3.0131 -4.3489 -0.01 0.07 0.02 0.8803
O 5.1938 1.0557 1.4798 -0.02 -0.01 -0.02 0.0538
N -2.9586 -2.8004 0.2719 0.03 0.22 0.11 -0.1450
N 0.5684 -0.1275 3.2229 0.16 0.02 -0.06 -0.0717
C 0.4539 6.3161 6.1037 0.00 0.00 -0.01 -0.0813
H 0.2987 3.1233 -6.0924 0.01 0.02 0.00 0.1154
H 2.4515 6.3243 6.8805 0.02 0.01 0.02 0.1058
H -3.1275 1.6426 -2.5422 -0.01 -0.07 -0.33 -0.0167
C 3.5486 -0.6243 0.8932 -0.01 -0.08 0.02 -0.1223
H 1.6113 3.0638 -3.9780 0.05 -0.02 -0.03 0.1310
C -1.8890 -3.2906 1.1195 0.03 -0.09 -0.14 -0.0459
C -1.9153 -1.5969 6.4560 0.00 -0.01 0.02 -0.0716
H 3.8616 -0.6422 -4.1736 0.01 0.01 0.03 0.0963
C -5.9380 3.5787 -4.1428 -0.01 -0.01 0.00 -0.2492
C -3.8387 4.2417 -3.0979 0.01 -0.03 -0.01 -0.4400
H -5.3598 3.0719 -2.1232 0.01 -0.01 -0.01 0.1065
H -0.5282 4.7156 3.2827 -0.02 0.00 -0.02 0.0987
H -1.4302 6.1327 5.0936 -0.03 0.01 0.00 0.1061
C 3.9760 -2.9056 1.5822 0.00 0.00 0.00 -0.0822
H 4.4919 1.6293 1.1497 0.04 -0.01 0.02 0.0778
C -1.2485 -0.2011 -5.1342 -0.04 0.05 0.02 -0.1481
H -5.6979 -0.6747 -0.1189 0.00 -0.01 0.01 0.0982
H 6.4861 -0.8428 2.5691 0.03 0.01 0.01 0.1202
C 0.5052 2.0662 2.1406 -0.13 -0.07 -0.01 -0.7083
H 4.3370 0.8143 -3.3137 0.01 -0.01 -0.02 0.0874
H -1.2420 -6.2638 -2.0688 0.00 -0.02 0.00 0.1044
H 1.4130 -3.1327 5.2598 0.02 0.00 -0.01 0.1145
O 1.3178 0.0223 0.4129 -0.27 0.21 -0.07 -0.4276
C 3.8849 -3.1218 -3.3375 0.06 -0.01 -0.06 -0.0625
H 1.8925 -0.3126 4.8025 -0.01 0.03 -0.02 0.1393
H 1.1978 -2.0915 3.1622 0.01 0.01 0.01 0.1322
C -1.4786 -4.1464 -1.8667 -0.04 0.00 0.12 -0.0389
H 2.3145 -3.9812 -1.4199 -0.02 -0.02 0.02 0.1077
C 2.0031 3.8289 2.9698 0.02 0.05 -0.02 -0.1308
C -4.6493 -0.4893 0.1207 0.01 -0.06 -0.04 -0.0393
H -4.9447 -3.1420 -0.2879 -0.01 0.00 0.01 0.0947
H -2.5563 -4.1791 -1.9726 -0.01 -0.02 -0.01 0.1182
C 3.1390 0.5940 -1.2361 0.11 -0.01 -0.04 -0.2221
N 1.5517 1.3663 -2.7804 -0.06 -0.04 0.12 -0.0573
C 0.2694 -1.5514 3.3690 0.01 -0.06 -0.04 -0.1164
C -1.0637 1.5749 -6.7096 0.01 -0.05 -0.01 -0.0781
H 5.8131 -3.2289 2.6517 0.01 -0.02 0.01 0.1055
H 3.1152 2.4876 -2.2065 0.00 -0.06 0.03 0.1380
C -5.0246 2.5592 -4.8189 0.03 0.00 0.03 -0.4352
C -0.8727 -2.9082 -1.6342 -0.18 0.00 0.15 -0.2382
H 3.6921 -4.1976 -3.2745 -0.01 -0.01 0.00 0.0929
H -2.0012 -0.6669 4.5221 -0.01 0.01 -0.01 0.0999
C 0.1588 1.5266 -4.6614 0.08 0.06 -0.09 -0.2852
H -3.1993 4.1437 -2.2215 0.00 0.01 0.00 0.0755
H -2.2323 -3.2583 2.1574 0.03 0.00 0.00 0.1006
N -3.7848 -1.0066 -0.9410 0.18 0.06 0.12 -0.0623
H -2.3176 -0.1548 -6.9965 -0.01 -0.02 -0.02 0.1070
H 3.6698 -3.9428 1.6211 -0.01 -0.02 0.00 0.1019
H 2.2194 -2.2370 0.5281 0.00 -0.01 0.02 0.0994
C 2.2994 5.1707 5.0798 0.00 0.01 0.00 -0.0458
N -0.3841 0.3608 -4.3008 -0.10 -0.11 -0.02 0.1066
H 1.4013 -3.9234 -4.1724 -0.01 0.01 0.00 0.0916
N 2.6275 -2.4086 -3.3529 0.02 0.15 -0.02 -0.1853
H -1.0156 -2.6524 1.0243 -0.05 -0.07 -0.16 0.0591
O -3.1712 1.0527 -1.7713 0.02 -0.04 0.28 -0.1490
C 0.5249 -2.8307 -1.6565 0.10 -0.10 0.08 -0.2371
C -4.2463 -3.4267 0.4948 -0.03 0.01 -0.05 -0.0460
H -1.6110 -4.3164 0.8664 0.00 -0.04 -0.02 0.0994
C 1.4686 4.7165 4.0653 0.02 0.00 0.01 -0.2198
H 2.6224 2.1059 4.6608 -0.02 -0.02 0.00 0.1378
H -4.6683 -3.1569 1.4661 -0.01 -0.01 0.01 0.0930
H 0.7245 -2.2832 -4.1902 0.02 0.02 -0.02 0.0803
H -5.2320 1.5466 -4.4719 0.00 0.00 0.01 0.0627
H 4.1772 0.9060 -1.0802 -0.03 -0.01 0.03 0.1513
N 1.4031 2.4941 3.0291 0.12 0.05 0.11 -0.0950
H -0.4600 -1.8081 2.6079 0.09 0.06 0.15 0.0428
H -4.7985 -0.0332 -2.4383 0.01 0.01 0.00 0.1307
H -5.7924 4.7722 -2.3237 0.00 0.00 0.02 0.1156
C 4.7533 -0.2443 1.4798 0.00 0.07 0.02 -0.2775
C 1.1882 2.0797 -3.7645 0.00 0.02 0.13 -0.0809
C -1.4413 -1.3163 5.1857 0.01 0.02 0.00 -0.0328
Sn -0.3110 0.3252 -0.9971 0.56 -0.07 -0.16 1.2399
N 2.4941 1.7455 -1.8985 -0.01 0.01 0.03 0.0155
H -4.1176 -4.5117 0.4701 -0.01 -0.01 -0.02 0.0972
C 1.2428 -4.0290 -1.5650 0.03 -0.01 0.04 -0.0483
H -5.1087 2.5762 -5.9029 -0.01 -0.01 -0.01 0.0711
H 2.0164 -2.7140 -5.3211 0.01 -0.01 0.01 0.0972
H -6.9459 3.1789 -4.0267 -0.01 0.01 -0.01 0.1145
C 3.1728 -1.9635 0.9621 0.02 0.02 0.03 -0.0373
H 3.3495 4.9024 5.0749 0.02 -0.01 0.00 0.1120
H 3.0838 3.7065 3.0804 -0.01 0.01 -0.01 0.1276
C 1.6369 -2.8634 -4.3057 -0.04 -0.09 -0.05 -0.0289
C 1.7903 0.2886 3.8984 -0.01 0.00 0.09 -0.0771
C -0.1602 2.1745 -5.8489 -0.01 -0.04 0.02 -0.0426
H 1.2149 -6.1658 -1.6229 0.01 -0.03 0.00 0.1054
S -0.0006 2.9538 0.8412 -0.06 0.07 -0.06 0.6852
H 2.7965 1.3887 0.6285 -0.05 -0.06 0.04 0.1276
H -4.4100 -0.9608 1.0653 0.04 -0.03 0.07 0.0730
C 1.6828 1.7414 4.2472 0.02 0.05 -0.02 -0.0891
C 0.1205 5.0670 4.0762 -0.01 -0.01 0.01 -0.0320
C -1.6157 0.3556 -6.3527 -0.04 0.07 -0.01 -0.0616
H -1.6628 -1.1515 -4.8130 -0.03 -0.03 -0.01 0.1062
```
Positions in Å, forces in eV/Å.


Entry from the OMol25 dataset: a molecular structure, C7H16Ca2O9V2 in a non-equilibrium geometry (wB97M-V/def2-TZVPD).

multiplicity: 1
E_tot: -4194.99030 hartree
charge: +4

Structure (XYZ):
```
36
Properties=species:S:1:pos:R:3:forces:R:3:lowdin_charge:R:1
H 2.3472 2.7122 0.3913 -0.03 0.08 -0.53 0.0967
V -3.6478 1.6364 3.1121 2.68 0.19 1.54 1.1003
H 0.6580 1.5432 1.7766 -0.70 0.73 0.24 0.1131
H 1.6762 -3.0472 -1.9011 0.49 -0.06 -0.81 0.1097
O -1.2422 -0.0310 -0.0194 1.98 -2.64 -3.09 -0.1404
H 0.5924 -0.3507 0.8339 0.40 -0.39 -0.20 0.0241
C -0.6095 -2.0877 -3.1626 -0.03 0.03 -0.65 -0.0379
O -2.0713 1.8817 0.0452 -2.44 8.09 -3.29 -0.2480
H 2.5773 2.4195 2.8850 0.56 -0.09 -0.12 0.1049
O 1.3577 -0.2906 1.4103 -0.21 -0.62 0.12 -0.0159
C -1.7168 0.8897 0.6509 -1.26 -4.78 2.05 -0.9612
O -3.8795 0.3252 3.8458 -0.07 -0.05 0.78 -0.1192
O 0.5016 -0.0431 -2.7226 -1.94 2.71 0.02 -0.1965
V -2.5677 -1.6148 0.9966 -1.97 -3.88 4.42 1.1297
H -0.5428 -3.1755 -3.1814 0.22 -0.02 -0.17 0.1270
H 3.5053 0.8281 2.6449 0.25 0.52 -0.76 0.1171
C 2.1478 1.6527 0.2308 0.61 -0.15 0.38 -0.0330
H 3.0854 1.1427 0.0100 0.24 0.18 0.13 0.1080
C 1.6202 1.0892 1.5394 0.21 -0.22 -1.19 -0.5265
Ca -1.6895 0.8250 -2.1915 2.72 -2.36 -0.67 1.7107
C 0.7420 -1.4096 -3.0109 0.53 -2.16 1.55 -0.4071
H 2.1143 0.8721 3.5370 -0.27 0.18 0.27 0.0984
H -1.2499 -1.9421 -2.2926 -0.16 0.35 0.69 0.0345
O -2.2308 0.4747 1.7229 -1.84 1.98 2.98 -0.0671
C 1.4443 -1.9903 -1.7698 0.14 -1.44 -0.04 -0.0160
H 0.7909 -2.1856 -0.9195 -0.53 0.98 0.18 0.0724
O -2.2570 -2.8732 0.0957 -0.70 1.93 1.25 -0.1740
H 2.3691 -1.5364 -1.4137 -0.17 0.36 -0.32 0.1030
H 1.5510 1.4174 -0.6505 -0.65 0.29 -0.11 0.0362
H 1.2547 0.4931 -2.9814 0.44 0.11 -0.01 0.1247
H -1.1632 -1.8050 -4.0579 0.07 0.10 -0.30 0.0964
H 1.3647 -1.4608 -3.9041 -0.16 -0.20 -0.03 0.1712
C 2.5502 1.3531 2.6614 -0.45 -0.56 1.67 -0.0235
Ca -3.2240 3.8222 -0.4670 0.50 0.86 0.68 1.8809
O -3.5592 -2.0423 2.3039 3.42 1.41 -5.07 -0.1997
O -2.5990 2.5079 3.9523 -1.91 -1.45 -1.58 -0.1930
```
Positions in Å, forces in eV/Å.


Calculated orbital gap in order - 4.539, 9.971, 10.050, 9.542, 6.941, 2.774 eV
Calculated lowest unoccupied orbital energy in order - -0.20, 0.73, 0.93, 0.93, -2.48, -17.32 eV
Calculated HOMO in order - -4.74, -9.24, -9.12, -8.62, -9.42, -20.09 eV